A 7-piece molecular cluster, H13O7 overall at a distorted geometry, computed with ωB97M-V with the def2-TZVPD basis set.

Geometry (Å):
O -0.66 2.18 1.54
O -0.76 0.59 -1.85
O -0.44 -2.52 -0.46
O 0.21 -0.10 0.61
O 2.62 0.82 1.23
O 2.04 -0.49 -1.49
O -2.56 -0.24 1.06
H 1.40 -0.27 -0.83
H -1.71 -0.23 1.10
H -0.85 -2.55 -1.30
H 2.52 1.46 0.49
H -0.40 1.47 -2.03
H -0.43 -1.58 -0.03
H 1.78 0.25 1.10
H 1.89 -1.54 -1.71
H -1.56 1.93 1.33
H 0.24 -0.86 0.98
H -0.07 1.51 1.13
H -2.94 -0.16 0.20
H -0.33 0.34 -1.08

Its total charge is -1. The value obtained for the HOMO energy is -6.34 eV. The strongest force on any atom comes out at 9.91 eV Å⁻¹. Its energy relative to the best compared isomer or geometry (same formula, charge and spin) is 2.428 eV. The total energy comes out at -14543.89364 eV.

A 8-piece molecular cluster, H14IO7 overall at a distorted geometry, computed with ωB97M-V with the def2-TZVPD basis set.

Geometry (Å):
I -0.10 -19.26 28.52
O 3.61 -19.06 28.40
O -3.68 -19.61 28.28
O -1.42 -18.92 25.30
O 1.82 -19.00 25.74
O 1.60 -16.31 29.27
O -1.13 -21.94 25.86
O -0.96 -15.89 28.04
H -0.98 -19.10 26.13
H -1.73 -16.38 27.80
H -0.82 -21.38 26.61
H 1.20 -18.77 26.45
H -4.00 -19.33 29.13
H -2.74 -19.65 28.44
H 2.46 -16.69 29.49
H 2.70 -19.31 28.24
H -0.38 -22.16 25.26
H -0.44 -16.47 28.63
H -0.94 -18.24 24.86
H 4.10 -19.89 28.26
H 1.10 -17.08 29.42
H 1.41 -18.75 24.94

Its total charge is -1. The value obtained for the HOMO energy is -5.55 eV. The strongest force on any atom comes out at 2.26 eV Å⁻¹. Its energy relative to the best compared isomer or geometry (same formula, charge and spin) is 0.849 eV. The total energy comes out at -22663.73346 eV.

H14LiO7 as an isolated structure, computed with ωB97M-V with the def2-TZVPD basis set.

Geometry (Å):
O 4.56 23.35 -2.80
O 1.26 22.58 -3.23
O 2.49 26.00 -3.01
O -0.03 24.79 -1.68
O -0.18 25.22 -4.83
O 2.83 23.94 -4.93
O -0.12 27.68 -2.46
Li 1.10 24.57 -3.37
H 0.56 24.92 -0.94
H 3.77 23.63 -3.27
H -0.91 24.84 -1.30
H -1.09 25.09 -5.11
H 2.68 23.02 -5.15
H -0.45 28.05 -3.28
H -0.24 26.74 -2.57
H 2.65 26.89 -2.70
H 3.24 24.31 -5.72
H 1.98 22.00 -3.00
H 0.16 25.88 -5.43
H 5.22 23.25 -3.49
H 3.06 25.90 -3.77
H 0.50 21.99 -3.32

Its spin multiplicity is 2. The value obtained for the HOMO energy (spin up / spin down) is -2.94 / -11.20 eV. The strongest force on any atom comes out at 0.85 eV Å⁻¹. Its energy relative to the best compared isomer or geometry (same formula, charge and spin) is 0.000 eV. The total energy comes out at -14764.84600 eV.

H14NaO7 as an isolated structure, computed with ωB97M-V with the def2-TZVPD basis set.

Geometry (Å):
Na -0.23 0.30 -0.05
O 2.25 0.35 0.85
O 0.17 -2.57 0.50
O -2.19 -1.34 0.02
O 1.03 -0.41 -2.29
O -0.39 -0.77 2.39
O 0.38 2.58 -1.30
O -2.14 2.02 0.36
H -2.58 -1.59 -0.82
H 1.66 0.22 -2.65
H 1.12 -2.46 0.41
H 0.03 3.37 -1.70
H 0.38 -0.90 2.95
H 0.96 2.91 -0.61
H -1.51 -2.00 0.18
H 0.04 -3.52 0.53
H -0.41 -1.53 1.82
H 3.04 0.39 1.39
H -2.52 2.60 -0.31
H 2.42 0.96 0.13
H 0.88 -1.03 -2.99
H -2.38 2.42 1.19

Its total charge is +1. The value obtained for the HOMO energy is -14.50 eV. The strongest force on any atom comes out at 0.83 eV Å⁻¹. Its energy relative to the best compared isomer or geometry (same formula, charge and spin) is 0.684 eV. The total energy comes out at -18972.82844 eV.

A 7-piece molecular cluster, H14O7 overall at a distorted geometry, computed with ωB97M-V with the def2-TZVPD basis set.

Geometry (Å):
O 0.50 -0.22 0.52
O -1.86 -1.17 -0.21
O 2.02 0.82 -1.53
O -1.81 -0.93 -3.05
O 0.65 3.00 -0.02
O 1.67 -2.57 1.52
O -0.65 1.01 2.66
H -2.84 -0.93 -0.01
H -0.42 -0.41 0.36
H 1.42 -3.11 0.86
H 0.74 -0.63 1.37
H 1.43 0.53 -0.89
H -0.28 0.83 1.80
H -1.86 -0.82 -2.12
H -2.55 -0.51 -3.36
H -0.09 2.68 0.36
H -2.04 -1.97 -0.38
H 0.21 1.55 2.90
H 0.59 3.48 -0.85
H 2.57 1.64 -1.37
H 2.59 -2.25 1.41

Its SMILES is O.O.O.O.O.O.O. The value obtained for the HOMO energy is -10.21 eV. The strongest force on any atom comes out at 9.88 eV Å⁻¹. Its energy relative to the best compared isomer or geometry (same formula, charge and spin) is 3.582 eV. The total energy comes out at -14557.87937 eV.

A 7-piece molecular cluster, H14O7 overall at a distorted geometry, computed with ωB97M-V with the def2-TZVPD basis set.

Geometry (Å):
O 1.47 -0.39 -1.11
O -1.10 0.58 -2.02
O -0.08 2.53 5.11
O -0.27 -1.97 -2.37
O 0.02 0.41 2.87
O -1.63 0.30 0.61
O 1.88 -0.91 -3.76
H 2.65 -1.15 -4.31
H -1.54 0.48 -1.16
H 1.16 -1.29 -1.05
H 0.17 1.78 5.69
H -0.18 -0.45 3.37
H -1.68 1.18 0.27
H 0.53 0.12 -1.05
H 2.24 -0.44 -3.00
H -1.22 -0.38 -2.39
H -0.93 2.80 5.29
H -0.93 0.15 1.28
H -0.07 1.14 3.54
H 0.36 -1.85 -3.17
H -0.84 -2.64 -2.63

Its SMILES is O.O.O.O.O.O.O. The value obtained for the HOMO energy is -10.10 eV. The strongest force on any atom comes out at 4.64 eV Å⁻¹. Its energy relative to the best compared isomer or geometry (same formula, charge and spin) is 2.096 eV. The total energy comes out at -14559.36536 eV.

A 7-piece molecular cluster, H14O7 overall, computed with ωB97M-V with the def2-TZVPD basis set.

Geometry (Å):
O -0.67 -2.26 2.20
O 1.51 2.05 -0.21
O -2.00 1.21 -1.96
O 1.21 0.52 2.21
O 3.57 -0.49 1.23
O -0.18 -0.45 -0.13
O -2.86 -1.39 -2.83
H 0.70 -0.04 -0.20
H 1.82 2.24 0.68
H 0.85 2.72 -0.40
H -0.28 -2.00 1.35
H -1.42 -2.81 1.96
H 2.80 -0.21 1.78
H 3.54 -1.46 1.24
H -2.45 -1.65 -3.66
H 0.42 0.23 1.73
H -2.81 1.12 -2.47
H -0.75 0.12 -0.67
H 0.91 1.17 2.85
H -2.29 -0.69 -2.48
H -1.62 2.06 -2.24

Its SMILES is O.O.O.O.O.O.O. The value obtained for the HOMO energy is -10.63 eV. The strongest force on any atom comes out at 0.63 eV Å⁻¹. Its energy relative to the best compared isomer or geometry (same formula, charge and spin) is 1.434 eV. The total energy comes out at -14560.02692 eV.

A 7-piece molecular cluster, H14O7 overall, computed with ωB97M-V with the def2-TZVPD basis set.

Geometry (Å):
O -1.81 1.70 -1.30
O 0.21 0.11 0.16
O 1.44 2.33 0.87
O 0.30 3.48 -1.29
O -1.27 -1.03 2.15
O -0.23 -2.47 -0.43
O 2.45 -3.39 0.35
H -0.96 -2.92 -0.85
H -0.71 -1.60 2.69
H 1.50 -3.25 0.33
H 1.00 1.48 0.88
H 1.35 2.63 -0.04
H -2.10 1.43 -2.16
H -0.03 3.98 -2.04
H 0.28 -0.72 -0.31
H -0.37 2.82 -1.13
H -0.31 0.67 -0.42
H -0.18 -2.85 0.45
H -2.57 1.56 -0.73
H -0.66 -0.62 1.53
H 2.67 -3.34 1.28

Its SMILES is O.O.O.O.O.O.O. The value obtained for the HOMO energy is -9.85 eV. The strongest force on any atom comes out at 0.93 eV Å⁻¹. Its energy relative to the best compared isomer or geometry (same formula, charge and spin) is 1.847 eV. The total energy comes out at -14559.61404 eV.

A 7-piece molecular cluster, H14O7 overall at a distorted geometry, computed with ωB97M-V with the def2-TZVPD basis set.

Geometry (Å):
O -2.93 1.55 -0.55
O 2.40 1.74 0.27
O 0.52 -1.53 -0.70
O -0.75 -1.11 1.78
O -2.35 -1.30 -0.36
O 3.18 -0.69 -0.52
O -0.19 1.34 0.27
H -1.63 -1.11 -0.98
H 2.83 1.47 1.04
H -3.01 -0.61 -0.56
H -1.55 -1.07 1.15
H 0.88 -2.44 -0.43
H -3.10 1.84 -1.41
H -0.48 -0.12 1.80
H 3.20 -0.91 -1.41
H 0.77 1.63 0.43
H 0.00 0.63 -0.40
H 0.17 -1.34 0.23
H 2.20 -0.75 -0.27
H 2.70 1.08 -0.37
H -2.00 1.69 -0.29

Its SMILES is O.O.O.O.O.O.O. The value obtained for the HOMO energy is -11.16 eV. The strongest force on any atom comes out at 3.96 eV Å⁻¹. Its energy relative to the best compared isomer or geometry (same formula, charge and spin) is 1.294 eV. The total energy comes out at -14560.16777 eV.

A 7-piece molecular cluster, H14O7 overall, computed with ωB97M-V with the def2-TZVPD basis set.

Geometry (Å):
O 1.13 0.39 -1.17
O 1.57 3.55 2.67
O 0.76 -2.75 -3.43
O -1.77 0.33 3.39
O -1.00 2.88 -0.74
O -1.95 -0.27 0.12
O 1.37 -4.41 -0.28
H 0.32 -3.42 -2.90
H 2.05 4.36 2.45
H -1.83 1.17 3.87
H 0.72 -0.42 -1.49
H 1.60 -5.35 -0.28
H 0.20 -1.97 -3.34
H -0.87 2.45 -1.59
H -1.82 -0.37 1.07
H 1.70 2.98 1.90
H 0.42 0.83 -0.69
H -0.37 3.61 -0.75
H -2.26 0.49 2.58
H 1.16 -4.22 -1.20
H -1.13 0.15 -0.18

Its SMILES is O.O.O.O.O.O.O. The value obtained for the HOMO energy is -11.72 eV. The strongest force on any atom comes out at 0.43 eV Å⁻¹. Its energy relative to the best compared isomer or geometry (same formula, charge and spin) is 2.443 eV. The total energy comes out at -14559.01801 eV.